w:
# C7H15N

An isolated molecule of C7H15N (ωB97M-V/def2-TZVPD, OMol25).

E_LUMO: 1.1 eV
net charge: 0
2S+1: 1
SMILES: C=CC[C@@H](C)NCC
HOMO energy: -8.5 eV

Last column: Mulliken charge in e.
Positions of all 23 atoms, in Å:
1 C 0.290 0.025 3.199  -0.7327
2 C 0.865 0.560 2.130  -0.2406
3 C 0.166 1.331 1.097  -0.8286
4 C -0.387 0.358 -0.003  0.3865
5 C -1.743 0.966 -0.466  -1.5237
6 N 0.553 0.289 -1.106  -0.3203
7 C 0.257 -0.809 -2.046  -0.2554
8 C 1.089 -2.026 -1.660  -1.1006
9 H -0.702 0.254 3.593  0.2411
10 H 0.664 -0.715 3.917  0.2646
11 H 1.888 0.266 1.898  0.2709
12 H 0.689 2.180 0.586  0.3954
13 H -0.633 1.905 1.585  0.3926
14 H -0.713 -0.584 0.434  0.2217
15 H -1.756 1.768 -1.218  0.3347
16 H -2.314 0.215 -1.004  0.3748
17 H -2.391 1.431 0.332  0.3903
18 H 0.734 1.196 -1.510  0.2772
19 H 0.456 -0.603 -3.117  0.3951
20 H -0.820 -1.022 -1.970  0.1510
21 H 1.023 -2.786 -2.456  0.3645
22 H 2.145 -1.815 -1.487  0.2946
23 H 0.641 -2.387 -0.728  0.2471

x:
# C7H15N

A cluster of 2 separate species, C7H15N in total (ωB97M-V/def2-TZVPD, OMol25).

E_LUMO: 1.1 eV
net charge: 0
2S+1: 1
SMILES: C=CCC.C=CCN
HOMO energy: -9.3 eV

Last column: Mulliken charge in e.
Positions of all 23 atoms, in Å:
1 C -2.823 -0.021 1.334  -0.8791
2 C -1.795 -0.701 0.861  0.0328
3 C -1.853 -2.078 0.278  -0.2888
4 C -1.187 -2.131 -1.109  -1.0954
5 H -2.717 0.981 1.724  0.2934
6 H -3.809 -0.473 1.331  0.2563
7 H -0.817 -0.227 0.861  0.1436
8 H -1.335 -2.786 0.933  0.2450
9 H -2.891 -2.403 0.202  0.3151
10 H -0.103 -2.097 -0.999  0.2394
11 H -1.469 -3.039 -1.636  0.3605
12 H -1.496 -1.277 -1.717  0.3199
13 C 2.386 0.181 0.966  -0.6941
14 C 2.681 0.884 -0.111  0.0157
15 C 1.648 1.318 -1.109  -0.2211
16 N 0.989 2.553 -0.662  -0.5700
17 H 3.138 -0.099 1.696  0.2790
18 H 1.375 -0.147 1.174  0.1487
19 H 3.707 1.207 -0.257  0.3258
20 H 2.112 1.427 -2.095  0.3260
21 H 0.883 0.543 -1.198  0.0048
22 H 0.453 2.965 -1.415  0.2078
23 H 1.675 3.234 -0.362  0.2346

y:
# C7H15N

A structure of composition C7H15N (ωB97M-V/def2-TZVPD, OMol25).

E_LUMO: -2.1 eV
net charge: 0
2S+1: 1
HOMO energy: -6.3 eV

Last column: Mulliken charge in e.
Positions of all 23 atoms, in Å:
1 C -3.072 0.943 -1.044  -0.8787
2 C -2.940 -0.513 -0.866  -0.2157
3 C -1.554 -0.880 -0.279  -0.8289
4 C -0.902 0.477 0.194  0.1054
5 C 0.537 0.700 -0.168  -0.6100
6 N 1.386 -0.077 0.609  -0.3893
7 C 2.768 0.040 0.404  -0.3930
8 C 3.652 -0.690 1.483  -1.1031
9 H -1.804 1.087 -0.432  0.0029
10 H -3.511 1.339 -1.970  0.3236
11 H -3.576 1.475 -0.241  0.2568
12 H -3.679 -1.043 -0.224  0.3135
13 H -2.974 -1.089 -1.801  0.2501
14 H -1.789 -1.553 0.530  0.2415
15 H -0.923 -1.288 -1.077  0.3230
16 H -1.088 0.733 1.245  0.3485
17 H 0.653 1.793 -0.067  0.3493
18 H 0.832 0.497 -1.221  0.3530
19 H 3.047 -0.410 -0.558  0.2897
20 H 3.155 1.080 0.327  0.3052
21 H 4.700 -0.632 1.171  0.3778
22 H 3.418 -1.761 1.507  0.2735
23 H 3.666 -0.227 2.478  0.3050

It is x that is the most stable of them.

w:
# C3H10N2

A cluster of 2 separate species, C3H10N2 in total (ωB97M-V/def2-TZVPD, OMol25).

E_LUMO: 1.0 eV
net charge: 0
2S+1: 1
SMILES: C=NC.CN
HOMO energy: -8.9 eV

Last column: Mulliken charge in e.
Positions of all 15 atoms, in Å:
1 C 0.763 0.907 1.571  -0.2754
2 N 1.012 1.303 0.385  -0.3699
3 C 0.004 2.085 -0.285  -0.7875
4 H 1.708 0.476 2.092  0.2625
5 H -0.204 0.886 2.144  0.2819
6 H 0.156 3.199 -0.124  0.2897
7 H -0.989 1.855 -0.022  0.3642
8 H 0.104 1.892 -1.447  0.2197
9 C -0.828 -1.760 -1.074  -0.5931
10 N 0.305 -2.003 -0.093  -0.5894
11 H -1.096 -0.720 -1.178  0.1442
12 H -1.573 -2.465 -0.691  0.3299
13 H -0.386 -2.177 -1.984  0.2398
14 H 1.003 -1.317 -0.168  0.2581
15 H 0.021 -2.160 0.876  0.2253

x:
# C3H10N2

A cluster of 4 separate species, C3H10N2 in total (ωB97M-V/def2-TZVPD, OMol25).

E_LUMO: 1.0 eV
net charge: 0
2S+1: 1
HOMO energy: -9.2 eV

Last column: Mulliken charge in e.
Positions of all 15 atoms, in Å:
1 C -1.428 0.613 0.219  -0.0304
2 N -1.901 0.082 1.429  -0.4226
3 N -1.296 -0.110 -0.857  -0.6547
4 H -2.444 -0.768 1.387  0.1932
5 H -1.462 -1.101 -0.674  0.1959
6 H 0.420 -0.018 -1.163  0.4459
7 H -2.107 0.742 2.161  0.2200
8 H -1.786 1.622 0.010  0.3559
9 H 0.270 1.325 0.819  0.1031
10 C 1.560 0.026 -0.936  -0.7738
11 C 2.205 -1.074 -0.549  -0.4579
12 H 3.285 -1.137 -0.547  0.2647
13 H 2.060 0.744 -1.577  0.3356
14 H 0.946 0.965 0.389  0.0054
15 H 1.677 -1.911 -0.111  0.2197

y:
# C3H10N2

A cluster of 2 separate species, C3H10N2 in total (ωB97M-V/def2-TZVPD, OMol25).

E_LUMO: 1.0 eV
net charge: 0
2S+1: 1
SMILES: C=C.NCN
HOMO energy: -9.4 eV

Last column: Mulliken charge in e.
Positions of all 15 atoms, in Å:
1 C -1.935 1.337 -2.743  -0.4380
2 C -2.991 1.725 -2.053  -0.4432
3 H -1.303 0.504 -2.475  0.2248
4 H -1.652 1.880 -3.639  0.2092
5 H -3.285 1.222 -1.145  0.2293
6 H -3.613 2.551 -2.364  0.2175
7 N 0.338 -1.019 1.958  -0.5173
8 C 1.515 -1.133 1.158  -0.3837
9 N 2.794 -0.959 1.914  -0.6382
10 H 0.268 -0.193 2.502  0.1874
11 H 0.243 -1.857 2.508  0.2469
12 H 1.619 -0.486 0.280  0.3102
13 H 1.484 -2.124 0.701  0.3325
14 H 3.508 -1.475 1.436  0.2293
15 H 3.010 0.026 1.959  0.2334

z:
# C3H10N2

A cluster of 2 separate species, C3H10N2 in total (ωB97M-V/def2-TZVPD, OMol25).

E_LUMO: 1.0 eV
net charge: 0
2S+1: 1
SMILES: C=N.CCN
HOMO energy: -9.5 eV

Last column: Mulliken charge in e.
Positions of all 15 atoms, in Å:
1 C 1.045 -2.557 0.621  -0.3007
2 N 1.196 -3.133 -0.495  -0.4889
3 H 1.925 -2.177 1.138  0.2842
4 H 0.086 -2.403 1.115  0.2409
5 H 0.290 -3.433 -0.862  0.2510
6 C -1.541 1.623 -0.440  -1.0745
7 C -0.138 1.734 0.121  -0.3776
8 N 0.506 0.416 0.147  -0.4950
9 H -1.531 1.306 -1.485  0.3070
10 H -2.044 2.590 -0.404  0.3318
11 H -2.117 0.896 0.132  0.2693
12 H -0.184 2.109 1.146  0.3274
13 H 0.446 2.470 -0.447  0.2818
14 H 1.446 0.476 0.520  0.2275
15 H 0.618 0.084 -0.807  0.2156

It is z that is the most stable of them.

w:
# C5H12O3

A cluster of 3 separate species, C5H12O3 in total (ωB97M-V/def2-TZVPD, OMol25).

E_LUMO: 0.6 eV
net charge: 0
2S+1: 1
SMILES: C=C/C(O)=C/C.O.O
HOMO energy: -8.5 eV

Last column: Mulliken charge in e.
Positions of all 20 atoms, in Å:
1 C -0.566 2.275 -1.597  -0.8488
2 C -1.323 1.203 -1.373  -0.2149
3 C -0.899 0.091 -0.517  0.6502
4 O 0.291 0.205 0.194  -0.5530
5 C -1.670 -0.948 -0.184  -0.1240
6 C -1.220 -1.984 0.816  -1.2554
7 H 0.420 2.372 -1.159  0.2051
8 H -0.862 3.082 -2.250  0.2626
9 H -2.249 0.982 -1.889  0.2619
10 H 0.575 1.113 0.223  0.2626
11 H -2.605 -1.093 -0.702  0.3184
12 H -1.788 -2.893 0.634  0.3645
13 H -0.157 -2.115 0.695  0.4164
14 H -1.420 -1.594 1.816  0.2434
15 O 1.218 -1.833 2.526  -0.6429
16 H 0.788 -1.023 2.205  0.2699
17 H 2.099 -1.549 2.239  0.3371
18 O 2.750 1.252 -0.513  -0.6197
19 H 2.127 0.623 -0.885  0.3814
20 H 3.470 1.477 -1.091  0.2852

x:
# C5H12O3

A cluster of 3 separate species, C5H12O3 in total (ωB97M-V/def2-TZVPD, OMol25).

E_LUMO: 0.5 eV
net charge: 0
2S+1: 1
SMILES: C=CCCC=O.O.O
HOMO energy: -9.6 eV

Last column: Mulliken charge in e.
Positions of all 20 atoms, in Å:
1 C -1.462 -2.450 1.050  -0.7734
2 C -0.455 -1.829 1.642  -0.0834
3 C 0.502 -0.870 0.984  -0.3742
4 C 0.442 -0.887 -0.533  -0.8214
5 C 1.047 -2.164 -1.096  0.0396
6 O 1.813 -2.878 -0.506  -0.4706
7 H -2.132 -3.143 1.544  0.2602
8 H -1.586 -2.501 -0.028  0.1464
9 H -0.259 -2.122 2.666  0.3168
10 H 1.506 -0.919 1.366  0.3328
11 H 0.114 0.098 1.256  0.3075
12 H 0.866 -0.033 -1.045  0.4116
13 H -0.558 -1.001 -0.958  0.3357
14 H 0.682 -2.477 -2.096  0.3728
15 O -3.837 4.757 1.857  -0.6273
16 H -4.151 5.404 1.271  0.3094
17 H -3.184 5.245 2.359  0.3179
18 O 3.560 2.969 -3.279  -0.6357
19 H 2.929 2.380 -3.688  0.3138
20 H 4.163 2.421 -2.763  0.3216

y:
# C5H12O3

A cluster of 3 separate species, C5H12O3 in total (ωB97M-V/def2-TZVPD, OMol25).

E_LUMO: 0.5 eV
net charge: 0
2S+1: 1
SMILES: C=C(O)/C=C/C.O.O
HOMO energy: -8.7 eV

Last column: Mulliken charge in e.
Positions of all 20 atoms, in Å:
1 C 1.350 0.955 -3.040  -0.9835
2 C 1.088 0.425 -1.792  0.2756
3 O 1.677 -0.742 -1.623  -0.4890
4 C 0.031 1.066 -0.808  -0.1960
5 C -1.261 1.199 -0.886  0.0301
6 C -2.103 1.518 0.290  -1.0102
7 H 2.169 0.696 -3.682  0.3006
8 H 0.773 1.512 -3.601  0.3682
9 H 2.223 -0.835 -0.782  0.3468
10 H 0.543 1.521 0.108  0.1825
11 H -1.893 0.825 -1.708  0.3244
12 H -1.668 2.242 1.145  0.2805
13 H -2.811 2.281 -0.193  0.2935
14 H -2.899 0.690 0.438  0.2865
15 O -0.466 -0.374 6.974  -0.6045
16 H -0.677 0.349 6.458  0.3038
17 H 0.196 -0.174 7.552  0.3007
18 O -0.023 -3.199 -1.192  -0.6441
19 H -0.012 -2.272 -1.385  0.3220
20 H -0.066 -3.284 -0.216  0.3121

z:
# C5H12O3

A cluster of 4 separate species, C5H12O3 in total (ωB97M-V/def2-TZVPD, OMol25).

E_LUMO: 0.5 eV
net charge: 0
2S+1: 1
HOMO energy: -9.8 eV

Last column: Mulliken charge in e.
Positions of all 20 atoms, in Å:
1 C -1.252 0.902 0.045  0.3425
2 C -1.160 1.834 -1.137  -0.2469
3 C -1.874 2.940 -1.263  -0.7521
4 O 0.075 0.538 0.451  -0.5923
5 O -1.921 1.425 1.147  -0.5583
6 H -1.429 2.202 1.445  0.3932
7 H 0.045 -0.704 1.320  0.2012
8 H -1.803 -0.004 -0.237  0.2684
9 H -0.533 1.472 -1.944  0.3036
10 H -1.823 3.555 -2.150  0.2631
11 H -2.549 3.269 -0.485  0.2866
12 C 1.081 -2.219 -0.004  -0.0557
13 C 2.478 -2.219 0.564  -0.8873
14 O 0.777 -1.419 -0.922  -0.6132
15 H 0.495 -0.085 -0.272  0.4166
16 H 0.654 -3.234 -0.084  0.3110
17 H 0.258 -1.571 1.452  -0.0108
18 H 3.137 -2.767 -0.116  0.3214
19 H 2.854 -1.199 0.656  0.2624
20 H 2.488 -2.716 1.535  0.3465

It is w that is the most stable of them.

w:
# C7H11N2OS

The ion C7H11N2OS with charge +1 (ωB97M-V/def2-TZVPD, OMol25).

E_LUMO: -4.3 eV
net charge: +1
2S+1: 1
SMILES: C[N@H+]1C=CC=C(C(N)=O)[C@@H]1S
HOMO energy: -13.5 eV

Last column: Mulliken charge in e.
Positions of all 22 atoms, in Å:
1 C 1.468 0.188 -1.180  -0.6620
2 N 1.059 -0.965 -0.330  -0.2865
3 C 1.389 -0.580 1.070  -0.6801
4 C 0.719 0.319 1.784  -0.4490
5 C -0.505 0.893 1.138  -0.3966
6 C -1.207 0.125 0.271  0.1697
7 C -2.417 0.692 -0.303  0.1695
8 N -3.156 1.277 0.644  -0.3413
9 O -2.711 0.606 -1.463  -0.6061
10 C -0.720 -1.189 -0.305  0.1303
11 S -1.059 -2.631 0.575  -0.0984
12 H 0.690 0.910 -0.840  0.3364
13 H 2.448 0.455 -0.731  0.3596
14 H 1.506 -0.141 -2.222  0.3389
15 H 1.449 -1.961 -0.444  0.3814
16 H 2.407 -0.932 1.241  0.5292
17 H 1.036 0.477 2.788  0.4883
18 H -0.829 1.907 1.415  0.5060
19 H -2.880 1.190 1.630  0.2232
20 H -4.036 1.624 0.404  0.2462
21 H -0.977 -1.206 -1.446  0.4369
22 H -1.299 -3.393 -0.460  0.2042

x:
# C7H11N2OS

The ion C7H11N2OS with charge +1 (ωB97M-V/def2-TZVPD, OMol25).

E_LUMO: -4.6 eV
net charge: +1
2S+1: 1
HOMO energy: -12.7 eV

Last column: Mulliken charge in e.
Positions of all 22 atoms, in Å:
1 C 1.934 -0.371 -0.011  -0.6441
2 C 0.956 -0.380 1.025  -0.4950
3 C 1.671 -0.168 -1.320  -0.3328
4 C -0.388 -0.424 0.810  0.4929
5 C -1.236 -1.221 1.805  0.4159
6 C -1.117 -0.044 -0.354  0.0471
7 C 0.537 1.944 -1.545  -0.9710
8 N -0.999 -0.963 3.093  -0.3646
9 N 0.532 0.496 -1.747  -0.1668
10 O -2.042 -2.017 1.386  -0.5896
11 S -2.248 -1.145 -0.993  -0.0021
12 H 2.905 -0.758 0.260  0.3864
13 H 1.326 -0.665 2.000  0.3704
14 H 2.345 -0.554 -2.076  0.4302
15 H -1.315 1.000 -0.519  0.3299
16 H 0.724 2.175 -0.498  0.3996
17 H 1.325 2.412 -2.142  0.3622
18 H -0.415 2.370 -1.856  0.3687
19 H -0.393 -0.224 3.401  0.2159
20 H -1.523 -1.479 3.784  0.2621
21 H 0.292 0.274 -2.712  0.2922
22 H -2.875 -0.255 -1.793  0.1925

It is x that is the most stable of them.

w:
# C5H7NOS

An isolated molecule of C5H7NOS (ωB97M-V/def2-TZVPD, OMol25).

E_LUMO (alpha / beta): -1.0 / -0.1 eV
net charge: 0
2S+1: 1
HOMO energy (alpha / beta): -8.1 / -7.7 eV

Last column: Mulliken charge in e.
Positions of all 15 atoms, in Å:
1 C -2.448 0.375 -0.039  -0.1003
2 C -2.526 -0.148 -1.278  -0.5395
3 C -1.441 1.044 0.658  0.1481
4 C 0.302 -0.008 -0.491  -0.6464
5 C 2.467 -1.357 -0.153  -0.7728
6 N -0.164 0.885 0.350  0.2051
7 O 2.194 1.263 0.732  -0.7168
8 S 2.094 0.404 -0.570  0.4360
9 H -3.533 0.465 0.353  0.2427
10 H -3.175 -0.967 -1.815  0.2481
11 H -1.686 1.658 1.597  0.2914
12 H 2.086 -1.711 0.890  0.2750
13 H 3.594 -1.514 -0.310  0.2900
14 H 1.678 -1.818 -0.778  0.3604
15 H 0.556 1.430 0.857  0.2790

x:
# C5H7NOS

An isolated molecule of C5H7NOS (ωB97M-V/def2-TZVPD, OMol25).

E_LUMO: 0.7 eV
net charge: 0
2S+1: 1
SMILES: Cn1ccc(O)c1S
HOMO energy: -7.4 eV

Last column: Mulliken charge in e.
Positions of all 15 atoms, in Å:
1 C -0.823 -1.958 0.025  -0.9650
2 N -0.587 -0.637 0.078  0.1863
3 C -1.485 0.470 -0.039  -0.1979
4 C -0.677 1.665 -0.299  -0.8185
5 C 0.675 1.199 -0.070  0.7912
6 O 1.750 1.956 0.078  -0.5839
7 C 0.679 -0.164 -0.063  -0.2876
8 S 2.263 -1.092 -0.158  -0.2518
9 H -1.897 -1.993 -0.135  0.3019
10 H -0.243 -2.312 -0.965  0.3923
11 H -0.633 -2.466 0.984  0.2342
12 H -2.515 0.098 0.149  0.3145
13 H -1.244 2.550 -0.516  0.3594
14 H 1.561 2.847 0.532  0.3571
15 H 3.176 -0.165 0.398  0.1678

It is x that is the most stable of them.